Entry 1:
Formula: C6H4Cl2F3O2
Source: OMol25
Level of theory: ωB97M-V/def2-TZVPD

## Properties
Spin multiplicity = 1
Frontier orbital gap = 0.2464 Eh
Total charge = -1
E_LUMO = 3.4 eV
HOMO energy = -3.340 eV

Atoms and positions in Å:
C (-0.70, 0.05, -2.02)
C (0.37, 0.61, -1.15)
C (0.89, -0.17, 0.05)
C (0.42, 0.59, 1.32)
C (0.45, -1.57, 0.01)
C (-0.98, 0.77, 1.45)
O (0.50, -0.02, -2.54)
O (-1.84, -0.13, -2.20)
F (-1.74, 1.37, 0.40)
F (-1.66, -0.44, 1.61)
F (-1.37, 1.47, 2.54)
Cl (2.75, -0.28, -0.03)
Cl (1.37, 2.00, 1.69)
H (0.51, 1.70, -1.35)
H (1.19, -2.10, -0.73)
H (-0.66, -1.83, -0.15)
H (0.50, -2.01, 1.09)

***

Entry 2:
Formula: C5H8O2
Source: OMol25
Level of theory: ωB97M-V/def2-TZVPD

## Properties
Spin multiplicity = 1
Frontier orbital gap = 0.3325 Eh
E_LUMO = 0.5 eV
HOMO energy = -8.548 eV

Atoms and positions in Å:
C (1.45, 0.40, -0.53)
C (-0.67, -0.30, 1.40)
O (0.00, 0.57, 2.11)
C (-1.46, 0.32, 0.29)
C (-0.91, -0.47, -0.94)
C (0.54, -0.82, -0.61)
O (0.98, -1.94, -0.52)
H (0.94, 1.34, -0.30)
H (2.28, 0.24, 0.17)
H (1.87, 0.49, -1.54)
H (0.57, 0.05, 2.70)
H (-2.49, 0.01, 0.49)
H (-1.45, 1.41, 0.16)
H (-1.47, -1.39, -1.11)
H (-0.92, 0.13, -1.85)

***

Entry 3:
Formula: C5H5N3
Source: OMol25
Level of theory: ωB97M-V/def2-TZVPD

## Properties
Spin multiplicity = 1
Frontier orbital gap = 0.3256 Eh
Structure (SMILES) = [H]/N=c1/ccccnn1
E_LUMO = -0.3 eV
HOMO energy = -9.161 eV

Atoms and positions in Å:
H (2.28, -0.86, 0.85)
N (2.22, 0.14, 0.72)
C (1.17, 0.25, -0.01)
C (0.35, 1.42, -0.30)
C (-1.01, 1.34, -0.21)
C (-1.80, 0.27, 0.39)
C (-1.28, -0.98, 0.40)
N (-0.35, -1.46, -0.46)
N (0.75, -0.98, -0.73)
H (0.82, 2.35, -0.56)
H (-1.52, 2.27, -0.41)
H (-2.82, 0.43, 0.72)
H (-1.66, -1.78, 1.05)

***

Entry 4:
Formula: C8H17F3N4O5P2S
Source: OMol25
Level of theory: ωB97M-V/def2-TZVPD

## Properties
Spin multiplicity = 1
Frontier orbital gap = 0.1522 Eh
E_LUMO = -2.3 eV
HOMO energy = -6.414 eV

Atoms and positions in Å:
C (-0.16, 0.81, 1.47)
P (1.33, 1.69, 0.70)
C (2.68, 0.48, 0.19)
N (0.73, 2.67, -0.66)
N (-0.50, 2.60, -1.28)
C (-0.69, 3.56, -2.33)
N (-1.81, 3.73, -3.07)
S (-3.18, 2.69, -2.74)
N (0.55, 4.32, -2.43)
C (1.36, 3.73, -1.40)
P (3.08, 4.44, -1.16)
O (3.68, 4.94, -2.48)
O (4.12, 3.41, -0.31)
O (2.93, 5.84, -0.18)
H (-1.07, 1.46, 1.29)
H (-0.02, 0.73, 2.60)
H (-0.37, -0.22, 0.99)
H (3.22, 0.74, -0.77)
H (3.46, 0.47, 1.03)
H (2.29, -0.61, 0.14)
H (-1.15, 1.87, -0.94)
H (-1.90, 4.45, -3.80)
H (-3.39, 2.82, -1.36)
H (4.35, 2.63, -0.85)
H (1.96, 5.92, -0.03)
C (-1.88, -5.94, 1.75)
C (-0.58, -5.56, 1.07)
O (-0.71, -4.53, 0.10)
C (-0.79, -3.15, 0.55)
O (0.19, -2.85, 1.37)
C (-2.21, -2.76, 1.11)
F (-3.20, -3.37, 0.41)
F (-2.42, -1.43, 0.96)
F (-2.42, -3.04, 2.41)
H (-2.71, -5.96, 1.04)
H (-1.80, -6.92, 2.22)
H (-2.14, -5.23, 2.54)
H (-0.24, -6.44, 0.51)
H (0.21, -5.35, 1.80)
H (-0.80, -2.63, -0.43)

***

Entry 5:
Formula: C3H5N2O2
Source: OMol25
Level of theory: ωB97M-V/def2-TZVPD

## Properties
Spin multiplicity = 1
Frontier orbital gap = 0.3570 Eh
Total charge = +1
E_LUMO = -5.4 eV
HOMO energy = -15.117 eV

Atoms and positions in Å:
C (0.68, 0.43, 1.26)
C (-0.31, 0.79, -0.71)
C (-0.24, -0.72, -0.47)
N (0.16, 1.38, 0.52)
N (0.49, -0.77, 0.83)
O (-0.69, 1.46, -1.67)
O (0.17, -1.47, -1.50)
H (1.01, 0.54, 2.30)
H (-1.74, -0.93, 0.09)
H (0.30, 2.37, 0.36)
H (0.43, -1.63, 1.32)
H (-0.26, -1.45, -2.35)

***

Entry 6:
Formula: C42H52BrFN9O3Rb
Source: OMol25
Level of theory: ωB97M-V/def2-TZVPD

## Properties
Spin multiplicity = 1
Frontier orbital gap = 0.0902 Eh
E_LUMO = -2.1 eV
HOMO energy = -4.564 eV

Atoms and positions in Å:
Rb (0.19, 0.94, 0.58)
C (-8.12, -2.10, 0.89)
C (-7.35, -1.77, 2.17)
N (-5.96, -2.20, 2.11)
C (-4.99, -1.29, 1.72)
C (-3.69, -1.57, 1.54)
C (-2.76, -0.44, 1.08)
O (-2.32, -0.56, -0.07)
O (-2.56, 0.46, 1.93)
C (-3.19, -2.90, 1.82)
O (-2.03, -3.26, 1.72)
C (-4.25, -3.87, 2.21)
C (-3.85, -5.19, 2.47)
C (-4.78, -6.11, 2.83)
F (-4.41, -7.40, 3.09)
C (-6.13, -5.78, 2.95)
C (-6.53, -4.49, 2.70)
C (-5.60, -3.50, 2.34)
N (-7.11, -6.77, 3.33)
C (-7.25, -7.84, 2.36)
C (-8.48, -8.66, 2.68)
N (-8.35, -9.20, 4.08)
C (-8.15, -8.08, 5.08)
C (-6.93, -7.29, 4.67)
H (-9.15, -1.75, 0.97)
H (-8.13, -3.17, 0.70)
H (-7.65, -1.61, 0.04)
H (-7.82, -2.20, 3.05)
H (-7.33, -0.69, 2.33)
H (-5.36, -0.29, 1.57)
H (-2.80, -5.43, 2.37)
H (-7.59, -4.26, 2.79)
H (-6.37, -8.50, 2.32)
H (-7.37, -7.41, 1.36)
H (-8.60, -9.51, 2.01)
H (-9.38, -8.05, 2.66)
H (-7.54, -9.82, 4.12)
H (-9.16, -9.76, 4.33)
H (-8.05, -8.54, 6.06)
H (-9.06, -7.48, 5.04)
H (-6.03, -7.92, 4.77)
H (-6.82, -6.46, 5.37)
C (0.00, -2.35, -0.84)
N (1.25, -3.04, -1.12)
C (1.27, -4.39, -0.58)
C (2.41, -2.29, -0.96)
N (2.32, -1.15, -0.38)
C (3.34, -0.19, -0.46)
C (3.73, 0.28, -1.69)
C (4.75, 1.22, -1.83)
C (5.41, 1.68, -0.73)
C (5.02, 1.26, 0.56)
C (5.70, 1.78, 1.69)
C (5.29, 1.45, 2.95)
C (4.18, 0.61, 3.13)
C (3.49, 0.07, 2.07)
N (2.28, -0.59, 2.33)
C (2.23, -1.54, 3.19)
N (1.06, -1.80, 3.87)
C (-0.01, -0.83, 3.79)
C (0.62, -3.17, 4.09)
N (3.27, -2.42, 3.50)
C (3.65, -2.64, 4.88)
C (4.30, -2.68, 2.52)
C (3.93, 0.36, 0.73)
N (3.55, -2.91, -1.47)
C (3.49, -3.63, -2.73)
C (4.90, -2.54, -1.09)
H (-0.82, -2.99, -1.16)
H (-0.05, -1.43, -1.40)
H (-0.13, -2.14, 0.22)
H (0.52, -5.00, -1.09)
H (1.03, -4.39, 0.49)
H (2.25, -4.85, -0.72)
H (3.21, -0.10, -2.57)
H (5.01, 1.60, -2.82)
H (6.21, 2.41, -0.83)
H (6.52, 2.46, 1.53)
H (5.80, 1.86, 3.82)
H (3.80, 0.43, 4.13)
H (0.40, 0.17, 3.80)
H (-0.66, -0.96, 4.65)
H (-0.62, -0.96, 2.88)
H (1.45, -3.86, 3.97)
H (-0.17, -3.43, 3.38)
H (0.22, -3.27, 5.11)
H (2.83, -2.35, 5.54)
H (4.54, -2.05, 5.14)
H (3.88, -3.69, 5.05)
H (3.86, -2.59, 1.53)
H (4.65, -3.71, 2.65)
H (5.16, -2.00, 2.59)
H (2.46, -3.79, -3.02)
H (3.99, -4.60, -2.64)
H (4.00, -3.06, -3.52)
H (4.92, -2.03, -0.14)
H (5.37, -1.88, -1.83)
H (5.49, -3.46, -1.01)
Br (5.50, 5.85, -2.06)
C (3.99, 4.80, -1.50)
C (3.81, 4.53, -0.16)
C (2.73, 3.73, 0.21)
C (1.79, 3.16, -0.68)
C (2.05, 3.52, -2.03)
C (3.12, 4.31, -2.45)
H (4.50, 4.92, 0.57)
H (2.64, 3.53, 1.28)
H (1.40, 3.14, -2.81)
H (3.27, 4.53, -3.50)

***

Entry 7:
Formula: C5H8N5
Source: OMol25
Level of theory: ωB97M-V/def2-TZVPD

## Properties
Spin multiplicity = 1
Frontier orbital gap (spin up / spin down) = 0.2280 / 0.2279 Eh
Total charge = +1
E_LUMO (spin up / spin down) = -4.4 / -4.5 eV
HOMO energy (spin up / spin down) = -10.653 / -10.652 eV

Atoms and positions in Å:
C (0.34, 1.73, -0.56)
C (-0.03, 0.57, 0.21)
C (-0.81, -0.16, -0.68)
C (0.75, -2.73, -1.03)
C (-1.32, -1.48, -0.33)
N (-0.01, 1.56, -1.82)
N (-0.33, -2.46, -0.75)
N (-0.61, 0.40, -1.92)
N (0.15, 0.34, 1.53)
N (0.82, 1.36, 2.27)
H (1.11, 2.43, -0.25)
H (1.69, -2.84, -1.45)
H (-1.46, -1.62, 0.77)
H (-2.36, -1.84, -0.54)
H (-1.02, -0.01, -2.75)
H (0.71, 2.24, 1.78)
H (1.81, 1.12, 2.30)
H (0.58, 1.40, 3.21)

***

Entry 8:
Formula: C29H77IO10PS
Source: OMol25
Level of theory: ωB97M-V/def2-TZVPD

## Properties
Spin multiplicity = 1
Frontier orbital gap = 0.2879 Eh
Total charge = +1
E_LUMO = -3.5 eV
HOMO energy = -11.353 eV

Atoms and positions in Å:
O (-3.08, -2.20, -2.05)
C (-2.06, -2.05, -2.64)
I (-0.94, -0.25, -2.60)
C (-1.40, -3.19, -3.42)
P (-0.76, -4.37, -2.22)
S (0.20, -5.96, -3.05)
H (-0.58, -2.87, -4.06)
H (-2.17, -3.70, -4.01)
H (0.09, -3.68, -1.37)
H (-1.84, -4.81, -1.47)
H (1.42, -5.58, -2.64)
C (3.93, -1.75, -2.13)
C (3.16, -2.40, -3.26)
C (2.74, -1.44, -4.35)
O (1.99, -3.06, -2.72)
H (3.32, -0.98, -1.65)
H (4.21, -2.49, -1.38)
H (4.84, -1.28, -2.50)
H (3.76, -3.20, -3.69)
H (2.09, -0.67, -3.92)
H (2.19, -1.96, -5.13)
H (3.60, -0.94, -4.80)
H (1.44, -2.38, -2.31)
C (-1.95, 2.54, -0.02)
C (-0.53, 3.07, 0.03)
C (-0.46, 4.49, 0.58)
O (0.06, 3.00, -1.27)
H (-2.57, 3.17, -0.67)
H (-1.92, 1.54, -0.44)
H (-2.42, 2.52, 0.96)
H (0.08, 2.42, 0.65)
H (-1.04, 5.17, -0.05)
H (0.57, 4.84, 0.61)
H (-0.87, 4.54, 1.59)
H (-0.45, 3.58, -1.85)
C (2.40, -10.84, -0.92)
C (2.22, -9.34, -1.05)
C (1.07, -8.83, -0.19)
O (2.04, -8.96, -2.42)
H (1.50, -11.36, -1.26)
H (3.24, -11.18, -1.54)
H (2.59, -11.13, 0.11)
H (3.14, -8.84, -0.75)
H (0.13, -9.30, -0.51)
H (0.97, -7.75, -0.29)
H (1.23, -9.08, 0.86)
H (1.25, -9.41, -2.74)
C (3.63, 6.15, -1.33)
C (2.44, 7.06, -1.07)
C (1.40, 6.97, -2.18)
O (2.84, 8.41, -0.85)
H (4.14, 6.44, -2.25)
H (4.35, 6.22, -0.51)
H (3.31, 5.11, -1.42)
H (1.96, 6.77, -0.12)
H (1.84, 7.30, -3.13)
H (0.55, 7.61, -1.96)
H (1.05, 5.94, -2.31)
H (3.28, 8.72, -1.66)
C (-6.38, 4.45, 0.98)
C (-4.95, 4.97, 1.02)
C (-4.86, 6.36, 1.63)
O (-4.37, 4.95, -0.29)
H (-7.00, 5.11, 0.36)
H (-6.41, 3.45, 0.55)
H (-6.81, 4.42, 1.98)
H (-4.32, 4.28, 1.60)
H (-5.44, 7.06, 1.03)
H (-3.83, 6.70, 1.65)
H (-5.26, 6.37, 2.64)
H (-4.90, 5.54, -0.85)
C (-11.19, 5.94, -1.07)
C (-9.97, 5.63, -1.93)
C (-10.33, 4.78, -3.14)
O (-8.95, 5.00, -1.15)
H (-11.62, 5.01, -0.69)
H (-10.91, 6.55, -0.22)
H (-11.95, 6.46, -1.65)
H (-9.52, 6.57, -2.27)
H (-10.74, 3.82, -2.82)
H (-9.44, 4.58, -3.74)
H (-11.07, 5.28, -3.77)
H (-9.30, 4.17, -0.83)
C (1.85, 5.40, 3.60)
C (3.28, 5.91, 3.57)
C (3.39, 7.34, 4.09)
O (3.80, 5.79, 2.25)
H (1.23, 6.03, 2.95)
H (1.80, 4.38, 3.21)
H (1.42, 5.42, 4.60)
H (3.91, 5.26, 4.18)
H (2.80, 8.01, 3.46)
H (4.43, 7.67, 4.05)
H (3.03, 7.42, 5.11)
H (3.26, 6.35, 1.68)
C (4.90, -4.56, 2.23)
C (5.22, -4.79, 0.77)
C (6.25, -5.90, 0.59)
O (5.67, -3.59, 0.13)
H (5.80, -4.24, 2.77)
H (4.15, -3.77, 2.34)
H (4.52, -5.47, 2.69)
H (4.31, -5.06, 0.23)
H (7.18, -5.63, 1.08)
H (6.46, -6.07, -0.47)
H (5.89, -6.84, 1.03)
H (6.49, -3.32, 0.57)
C (1.93, -8.76, 4.12)
C (2.28, -7.28, 4.16)
C (1.28, -6.48, 4.98)
O (2.38, -6.75, 2.83)
H (0.95, -8.91, 3.66)
H (2.66, -9.31, 3.54)
H (1.90, -9.19, 5.13)
H (3.27, -7.16, 4.58)
H (0.28, -6.57, 4.55)
H (1.55, -5.43, 5.00)
H (1.23, -6.85, 6.01)
H (1.51, -6.85, 2.42)

***

The evaluated ΔE to the lowest compared entry with this formula, charge and spin for the records listed, in turn: 2.485; 3.172; 2.618; 0.000; 1.889; 0.507; 4.630; 0.000 eV.